## P
{
  "formula": "C5H8FNS",
  "method": "ωB97M-V with the def2-TZVPD basis set",
  "e_homo_ev": -9.076,
  "gap_ev": 9.9,
  "smiles": "CC1=N[C@@](C)(F)CS1",
  "species": ["C", "C", "N", "C", "C", "F", "C", "S", "H", "H", "H", "H", "H", "H", "H", "H"],
  "xyz": [[-2.455, -1.003, -0.710], [-1.313, -0.188, -0.319], [-0.167, -0.674, -0.280], [0.966, 0.229, -0.173], [2.098, -0.457, 0.639], [1.378, 0.505, -1.463], [0.439, 1.509, 0.410], [-1.377, 1.589, 0.037], [-3.331, -1.006, 0.041], [-2.054, -2.010, -0.650], [-2.773, -0.766, -1.668], [2.767, -0.863, -0.063], [1.743, -1.288, 1.408], [2.737, 0.281, 1.319], [0.485, 1.592, 1.526], [0.855, 2.550, -0.054]],
  "nbo_charge": [-0.670, 0.210, -0.486, 0.426, -0.635, -0.353, -0.559, 0.172, 0.229, 0.247, 0.240, 0.232, 0.238, 0.213, 0.237, 0.259]
}

## Q
{
  "formula": "C5H8FNS",
  "method": "ωB97M-V with the def2-TZVPD basis set",
  "e_homo_ev": -8.894,
  "gap_ev": 8.5,
  "smiles": "C[C@H]1NC[C@@]1(F)C=S",
  "species": ["C", "C", "N", "C", "C", "F", "C", "S", "H", "H", "H", "H", "H", "H", "H", "H"],
  "xyz": [[0.322, 1.720, -0.639], [0.745, 0.376, -0.127], [0.977, 0.046, 1.304], [0.086, -1.178, 1.166], [-0.230, -0.884, -0.306], [0.119, -1.822, -1.217], [-1.615, -0.406, -0.656], [-2.688, 0.037, 0.407], [0.491, 1.735, -1.792], [1.104, 2.298, -0.003], [-0.774, 1.831, -0.392], [1.594, 0.292, -0.779], [1.944, -0.355, 1.537], [0.561, -2.301, 1.322], [-0.782, -1.044, 1.868], [-1.854, -0.344, -1.693]],
  "nbo_charge": [-0.634, -0.064, -0.633, -0.260, 0.231, -0.336, -0.305, 0.110, 0.222, 0.240, 0.217, 0.200, 0.369, 0.208, 0.228, 0.208]
}

Most stable structure - P; separation to the second - 52.5 kcal/mol.

## P
{
  "formula": "C5H13NO",
  "method": "ωB97M-V with the def2-TZVPD basis set",
  "e_homo_ev": [-14.267, -14.276],
  "charge": 1,
  "gap_ev": [11.6, 7.4],
  "s_squared": 0.754,
  "spin_multiplicity": 2,
  "species": ["C", "C", "O", "C", "N", "C", "C", "H", "H", "H", "H", "H", "H", "H", "H", "H", "H", "H", "H", "H"],
  "xyz": [[-0.649, 0.859, -1.012], [-1.537, 1.899, -0.335], [-1.156, 1.958, 1.022], [-0.509, -0.375, -0.109], [0.750, -1.055, -0.095], [0.740, -2.377, 0.478], [1.962, -0.292, 0.114], [0.305, 1.294, -1.308], [-1.136, 0.559, -1.935], [-2.572, 1.561, -0.431], [-1.436, 2.846, -0.842], [-1.589, 2.714, 1.472], [-0.724, -0.052, 0.932], [-1.307, -1.088, -0.342], [-0.042, -2.437, 1.225], [0.492, -3.116, -0.285], [1.716, -2.640, 0.869], [1.897, 0.639, -0.447], [1.962, -0.012, 1.166], [2.832, -0.884, -0.137]],
  "nbo_charge": [-0.429, -0.062, -0.744, -0.297, 0.046, -0.462, -0.456, 0.218, 0.239, 0.172, 0.197, 0.503, 0.303, 0.245, 0.254, 0.267, 0.244, 0.247, 0.263, 0.252]
}

## Q
{
  "formula": "C5H13NO",
  "method": "ωB97M-V with the def2-TZVPD basis set",
  "e_homo_ev": [-13.456, -13.414],
  "charge": 1,
  "gap_ev": [8.3, 4.5],
  "s_squared": 0.760,
  "spin_multiplicity": 2,
  "species": ["C", "O", "C", "H", "H", "H", "H", "H", "H", "C", "C", "C", "N", "H", "H", "H", "H", "H", "H", "H"],
  "xyz": [[-2.025, 1.406, -0.590], [-2.301, 0.145, 0.013], [-1.320, 1.186, -1.902], [-2.912, 2.015, -0.782], [-1.412, 1.989, 0.111], [-2.588, 0.314, 0.918], [-1.979, 0.651, -2.587], [-1.047, 2.121, -2.391], [-0.418, 0.568, -1.815], [0.502, -2.093, 1.338], [1.602, -1.019, 1.327], [2.510, 0.549, -0.260], [1.637, -0.274, 0.039], [0.279, -2.361, 2.368], [-0.398, -1.769, 0.823], [0.893, -2.975, 0.836], [2.587, -1.476, 1.408], [1.438, -0.339, 2.165], [3.249, 0.885, 0.469], [2.480, 0.986, -1.259]],
  "nbo_charge": [-0.066, -0.728, -0.623, 0.181, 0.146, 0.475, 0.233, 0.225, 0.174, -0.623, -0.273, -0.003, 0.072, 0.249, 0.259, 0.234, 0.253, 0.262, 0.276, 0.275]
}

## R
{
  "formula": "C5H13NO",
  "method": "ωB97M-V with the def2-TZVPD basis set",
  "e_homo_ev": [-13.818, -13.818],
  "charge": 1,
  "gap_ev": [10.9, 6.4],
  "s_squared": 0.754,
  "spin_multiplicity": 2,
  "species": ["C", "N", "C", "C", "C", "C", "H", "H", "H", "H", "H", "H", "H", "H", "H", "H", "H", "H", "H", "O"],
  "xyz": [[-0.674, -0.952, -1.374], [-1.750, -0.222, -0.736], [-1.957, 1.110, -1.284], [-1.614, -0.296, 0.750], [-0.132, -0.655, 1.027], [0.479, -0.931, -0.374], [-0.914, -1.997, -1.596], [-0.393, -0.564, -2.350], [-1.076, 1.719, -1.076], [-2.040, 1.064, -2.375], [-2.950, 1.468, -1.013], [-1.884, 0.697, 1.089], [-2.269, -1.123, 0.996], [0.349, 0.254, 1.372], [-0.063, -1.467, 1.712], [1.069, -1.841, -0.362], [1.137, -0.132, -0.670], [4.898, 1.513, 1.364], [4.865, 1.485, 2.820], [4.920, 0.871, 2.080]],
  "nbo_charge": [-0.299, 0.081, -0.480, -0.259, -0.409, -0.402, 0.274, 0.249, 0.265, 0.249, 0.261, 0.241, 0.259, 0.238, 0.250, 0.256, 0.227, 0.461, 0.467, -0.928]
}

Most stable structure - P; separation to the second - 7.0 kcal/mol.

## P
{
  "formula": "C2H6N4S",
  "method": "ωB97M-V with the def2-TZVPD basis set",
  "e_homo_ev": -9.552,
  "gap_ev": 10.2,
  "smiles": "[H]/N=C\\NS/C(N)=N/[H]",
  "species": ["H", "N", "C", "N", "S", "C", "N", "N", "H", "H", "H", "H", "H"],
  "xyz": [[-1.451, 1.342, 1.149], [-2.235, 0.727, 0.885], [-2.080, 0.349, -0.322], [-0.992, 0.632, -1.190], [0.464, 1.234, -0.597], [1.159, -0.290, -0.024], [2.255, -0.063, 0.785], [0.697, -1.389, -0.452], [1.170, -2.229, -0.131], [-2.833, -0.287, -0.794], [-0.827, -0.035, -1.936], [2.155, 0.848, 1.244], [2.519, -0.840, 1.383]],
  "nbo_charge": [0.330, -0.667, 0.284, -0.784, 0.412, 0.271, -0.829, -0.741, 0.351, 0.175, 0.416, 0.388, 0.394]
}

## Q
{
  "formula": "C2H6N4S",
  "method": "ωB97M-V with the def2-TZVPD basis set",
  "e_homo_ev": -7.813,
  "gap_ev": 8.4,
  "species": ["C", "C", "N", "N", "N", "N", "S", "H", "H", "H", "H", "H", "H"],
  "xyz": [[1.451, 1.515, -0.158], [1.746, 0.156, -0.176], [0.154, 1.612, 0.210], [0.645, -0.538, 0.227], [-0.287, 0.293, 0.502], [-1.411, 0.056, 1.001], [-2.069, -3.048, -0.148], [1.938, 2.428, -0.177], [2.717, -0.273, -0.451], [-0.325, 2.408, 0.548], [-1.975, 0.788, 1.368], [-1.518, -2.156, 0.721], [-1.192, -3.062, -1.213]],
  "nbo_charge": [-0.106, -0.108, -0.397, -0.269, 0.286, -0.607, -0.356, 0.222, 0.234, 0.413, 0.350, 0.189, 0.149]
}

Most stable structure - P; separation to the second - 80.8 kcal/mol.

## P
{
  "formula": "C9H13NO2",
  "method": "ωB97M-V with the def2-TZVPD basis set",
  "e_homo_ev": -8.509,
  "gap_ev": 9.2,
  "smiles": "Cc1ccc(O)cc1.CC(N)=O",
  "species": ["C", "C", "C", "C", "C", "O", "C", "C", "H", "H", "H", "H", "H", "H", "H", "H", "C", "C", "N", "O", "H", "H", "H", "H", "H"],
  "xyz": [[1.781, -1.751, 0.365], [0.609, -0.986, 0.939], [0.868, 0.054, 1.818], [-0.183, 0.795, 2.342], [-1.487, 0.556, 1.946], [-2.552, 1.260, 2.442], [-1.743, -0.409, 0.978], [-0.698, -1.197, 0.532], [2.347, -1.052, -0.260], [1.515, -2.558, -0.327], [2.447, -2.103, 1.138], [1.869, 0.276, 2.170], [-0.047, 1.607, 3.052], [-2.225, 1.963, 3.034], [-2.723, -0.453, 0.538], [-0.892, -2.010, -0.154], [0.052, 1.533, -1.598], [-0.398, 0.470, -2.585], [0.535, -0.489, -2.863], [-1.510, 0.449, -3.059], [-0.797, 2.197, -1.531], [0.888, 2.088, -2.007], [0.375, 1.138, -0.634], [0.480, -1.039, -3.705], [1.488, -0.337, -2.573]],
  "nbo_charge": [-0.621, -0.062, -0.201, -0.289, 0.302, -0.666, -0.262, -0.182, 0.203, 0.220, 0.219, 0.213, 0.203, 0.477, 0.232, 0.217, -0.728, 0.682, -0.833, -0.604, 0.243, 0.218, 0.243, 0.397, 0.379]
}

## Q
{
  "formula": "C9H13NO2",
  "method": "ωB97M-V with the def2-TZVPD basis set",
  "e_homo_ev": -8.355,
  "gap_ev": 9.1,
  "smiles": "Cc1ccc(O)cc1.CC(N)=O",
  "species": ["C", "C", "C", "C", "C", "O", "C", "C", "H", "H", "H", "H", "H", "H", "H", "H", "C", "C", "N", "O", "H", "H", "H", "H", "H"],
  "xyz": [[0.264, -1.270, -3.724], [-0.522, -0.639, -2.596], [-1.888, -0.522, -2.749], [-2.667, 0.111, -1.765], [-2.026, 0.750, -0.725], [-2.653, 1.416, 0.291], [-0.655, 0.559, -0.553], [0.127, -0.083, -1.486], [-0.220, -2.180, -4.083], [1.274, -1.611, -3.478], [0.433, -0.523, -4.500], [-2.400, -0.969, -3.588], [-3.744, -0.009, -1.760], [-3.494, 1.806, 0.048], [-0.209, 1.048, 0.290], [1.196, -0.182, -1.366], [2.570, -0.574, 3.403], [1.981, 0.808, 3.181], [0.956, 1.100, 4.024], [2.463, 1.522, 2.331], [2.695, -1.114, 2.472], [2.004, -1.235, 4.054], [3.561, -0.509, 3.852], [0.429, 1.951, 3.962], [0.526, 0.349, 4.466]],
  "nbo_charge": [-0.629, -0.044, -0.199, -0.279, 0.278, -0.685, -0.240, -0.196, 0.215, 0.213, 0.218, 0.210, 0.211, 0.483, 0.224, 0.220, -0.718, 0.674, -0.814, -0.606, 0.237, 0.201, 0.239, 0.401, 0.385]
}

Most stable structure - P; separation to the second - 6.8 kcal/mol.

## P
{
  "formula": "C9H13NO2",
  "method": "ωB97M-V with the def2-TZVPD basis set",
  "e_homo_ev": -8.215,
  "gap_ev": 8.9,
  "smiles": "Cc1ccc(O)cc1.CC(N)=O",
  "species": ["C", "C", "C", "C", "C", "O", "C", "C", "H", "H", "H", "H", "H", "H", "H", "H", "C", "C", "N", "O", "H", "H", "H", "H", "H"],
  "xyz": [[0.562, -2.777, 1.740], [0.500, -2.125, 0.448], [-0.715, -1.619, 0.125], [-0.885, -0.763, -0.994], [0.309, -0.347, -1.693], [0.507, 0.818, -2.405], [1.530, -0.956, -1.358], [1.676, -1.819, -0.252], [1.473, -2.637, 2.351], [0.362, -3.885, 1.451], [-0.276, -2.489, 2.486], [-1.554, -1.918, 0.893], [-1.849, -0.337, -1.083], [-0.431, 1.379, -2.431], [2.431, -0.590, -1.870], [2.577, -2.300, 0.015], [-1.379, 2.040, 1.156], [-0.937, 2.711, -0.197], [0.372, 3.112, -0.352], [-1.805, 2.800, -1.008], [-2.474, 1.937, 1.251], [-0.921, 2.475, 1.940], [-0.962, 0.978, 1.096], [0.681, 3.495, -1.363], [1.209, 2.817, 0.053]],
  "nbo_charge": [-0.622, -0.092, -0.191, -0.294, 0.298, -0.693, -0.256, -0.190, 0.221, 0.219, 0.212, 0.217, 0.226, 0.503, 0.220, 0.215, -0.705, 0.696, -0.846, -0.626, 0.239, 0.209, 0.235, 0.399, 0.405]
}

## Q
{
  "formula": "C9H13NO2",
  "method": "ωB97M-V with the def2-TZVPD basis set",
  "e_homo_ev": -9.573,
  "gap_ev": 10.2,
  "smiles": "O=C1CCCC[C@@H]2CCC(=O)N12",
  "species": ["O", "C", "C", "C", "C", "C", "C", "C", "C", "C", "O", "N", "H", "H", "H", "H", "H", "H", "H", "H", "H", "H", "H", "H", "H"],
  "xyz": [[-0.957, -0.876, -2.606], [-0.147, -0.758, -1.637], [0.652, -1.881, -1.052], [-0.227, -2.370, 0.164], [-1.103, -1.222, 0.716], [-0.103, -0.174, 1.453], [0.721, 0.387, 0.405], [1.098, 1.865, 0.567], [-0.180, 2.641, -0.035], [-0.795, 1.677, -1.025], [-1.669, 1.903, -1.891], [-0.101, 0.394, -0.812], [0.753, -2.661, -1.730], [1.819, -1.739, -0.691], [0.323, -2.914, 1.097], [-0.864, -3.195, -0.097], [-1.803, -0.638, 0.089], [-1.588, -1.785, 1.367], [0.451, -0.631, 2.413], [-0.719, 0.650, 1.816], [1.757, 0.130, 0.194], [1.324, 2.374, 1.489], [2.017, 2.058, -0.177], [0.178, 3.523, -0.788], [-0.837, 3.242, 0.774]],
  "nbo_charge": [-0.551, 0.697, -0.519, -0.385, -0.407, -0.418, -0.095, -0.387, -0.538, 0.688, -0.529, -0.518, 0.241, 0.226, 0.212, 0.221, 0.231, 0.206, 0.225, 0.209, 0.237, 0.234, 0.203, 0.259, 0.259]
}

Most stable structure - P; separation to the second - 29.4 kcal/mol.

## P
{
  "formula": "H2N2O2S",
  "method": "ωB97M-V with the def2-TZVPD basis set",
  "e_homo_ev": [-9.601, -9.604],
  "gap_ev": [8.3, 8.3],
  "smiles": "NN=S(=O)=O",
  "species": ["N", "N", "S", "O", "O", "H", "H"],
  "xyz": [[-0.218, 0.162, -1.317], [-0.271, -0.693, -0.321], [0.213, -0.295, 1.134], [-0.323, -1.106, 2.210], [0.530, 1.129, 1.329], [-0.249, 1.039, -0.983], [0.318, -0.234, -2.052]],
  "nbo_charge": [-0.548, -0.526, 2.033, -0.838, -0.893, 0.379, 0.393]
}

## Q
{
  "formula": "H2N2O2S",
  "method": "ωB97M-V with the def2-TZVPD basis set",
  "e_homo_ev": [-9.202, -9.214],
  "gap_ev": [7.4, 7.8],
  "species": ["N", "N", "O", "O", "S", "H", "H"],
  "xyz": [[-0.086, 1.295, -0.904], [0.116, -1.245, 0.814], [1.073, -0.548, 1.106], [-0.142, -2.326, 1.111], [-1.073, -0.043, -1.212], [0.753, 0.837, -0.482], [-0.641, 2.030, -0.433]],
  "nbo_charge": [-0.917, 0.510, -0.365, -0.254, 0.208, 0.420, 0.398]
}

## R
{
  "formula": "H2N2O2S",
  "method": "ωB97M-V with the def2-TZVPD basis set",
  "e_homo_ev": -10.920,
  "gap_ev": 10.8,
  "smiles": "NN=S(=O)=O",
  "species": ["N", "N", "S", "O", "O", "H", "H"],
  "xyz": [[-0.120, -0.878, 0.894], [-0.378, 0.680, 0.441], [0.185, 0.605, -0.946], [0.323, 1.891, -1.554], [0.635, -0.559, -1.596], [-1.194, -1.011, 1.171], [0.549, -0.728, 1.590]],
  "nbo_charge": [-0.670, -0.702, 2.284, -0.843, -0.818, 0.386, 0.362]
}

Most stable structure - P; separation to the second - 10.9 kcal/mol.